{
  "formula": "C38H62F15N3O16",
  "method": "ωB97M-V/def2-TZVPD",
  "total_charge": 0,
  "relative_energy_kcal_mol": 716.32,
  "spin_multiplicity": 1,
  "species": ["C", "C", "N", "H", "H", "H", "C", "C", "N", "H", "H", "H", "C", "C", "N", "H", "H", "H", "C", "O", "C", "C", "O", "C", "C", "O", "C", "H", "H", "H", "H", "H", "H", "H", "H", "H", "H", "H", "H", "H", "H", "C", "O", "C", "C", "O", "C", "C", "O", "C", "H", "H", "H", "H", "H", "H", "H", "H", "H", "H", "H", "H", "H", "H", "C", "C", "O", "C", "O", "C", "F", "F", "F", "H", "H", "H", "H", "H", "C", "C", "O", "C", "O", "C", "F", "F", "F", "H", "H", "H", "H", "H", "C", "C", "O", "C", "O", "C", "F", "F", "F", "H", "H", "H", "H", "H", "C", "C", "O", "C", "O", "C", "F", "F", "F", "H", "H", "H", "H", "H", "C", "C", "O", "C", "O", "C", "F", "F", "F", "H", "H", "H", "H", "H"],
  "positions_angstrom": [[3.8495, 1.1253, -0.6461], [2.8374, 2.1536, -0.9760], [2.0536, 2.9359, -1.2042], [3.5212, 0.7570, 0.3259], [4.8614, 1.5216, -0.5621], [3.9051, 0.5209, -1.5514], [0.1691, 1.7881, -0.3972], [-0.4631, 0.6840, 0.3047], [-0.9106, -0.2806, 0.7837], [1.0553, 1.4301, -0.9213], [0.5553, 2.5075, 0.3250], [-0.5286, 2.1664, -1.1444], [2.5569, 3.3000, 1.4682], [2.3396, 1.8700, 1.6283], [2.1288, 0.7341, 1.7375], [2.4281, 3.7953, 2.4305], [1.8775, 3.6754, 0.7030], [3.5573, 3.4218, 1.0528], [-0.4649, -6.4223, 3.6768], [-1.0179, -5.8881, 4.8606], [-1.3974, -4.5035, 4.7372], [-2.6745, -4.2124, 3.8854], [-2.2843, -4.2665, 2.5203], [-3.3638, -4.1217, 1.6358], [-3.9290, -2.7310, 1.3487], [-3.0726, -1.6482, 1.0711], [-2.1740, -1.9870, 0.0113], [-1.2146, -6.5138, 2.8909], [-0.1507, -7.4553, 3.8261], [0.4075, -5.8547, 3.3531], [-0.6007, -3.8815, 4.3293], [-1.6150, -3.9979, 5.6780], [-3.1420, -3.2591, 4.1318], [-3.4114, -4.9867, 4.0993], [-4.2217, -4.7115, 1.9589], [-3.1447, -4.6286, 0.6960], [-4.5529, -2.4335, 2.1915], [-4.7402, -2.7637, 0.6213], [-2.6547, -2.1239, -0.9573], [-1.5335, -2.8249, 0.2865], [-1.4303, -1.2039, -0.1368], [0.4099, -4.3260, 6.2565], [0.7577, -4.0953, 4.8348], [1.9950, -4.6611, 4.4123], [2.6879, -3.7953, 3.3608], [2.9998, -2.5334, 3.9045], [3.6450, -1.5866, 3.0611], [2.8433, -0.8749, 1.9882], [2.3189, -1.8382, 1.0289], [1.6158, -1.0601, 0.0026], [1.1638, -3.8641, 6.8940], [0.4270, -5.3721, 6.5623], [-0.5836, -3.9405, 6.4855], [1.8852, -5.7137, 4.1515], [2.6453, -4.6893, 5.2866], [2.0217, -3.6892, 2.5046], [3.5768, -4.3580, 3.0756], [4.5486, -2.0040, 2.6169], [3.9764, -0.7299, 3.6478], [3.5659, -0.1834, 1.5547], [2.0815, -0.2352, 2.4337], [1.0083, -0.2909, 0.4795], [0.9934, -1.6270, -0.6898], [2.3096, -0.6210, -0.7143], [-0.3910, -1.1719, -2.0104], [0.6317, -2.1860, -2.4867], [1.7043, -1.6250, -3.1789], [2.9182, -1.5264, -2.7009], [3.1824, -1.6330, -1.4795], [4.0615, -1.1211, -3.6675], [3.6770, -1.3300, -4.9165], [4.3288, 0.1623, -3.6466], [5.1187, -1.8752, -3.4213], [0.2204, -0.4647, -1.4500], [-1.1947, -1.6490, -1.4494], [-0.9676, -0.6534, -2.7763], [0.1755, -2.8965, -3.1760], [0.9761, -2.8584, -1.7011], [4.9126, 2.7620, -4.3944], [3.5353, 2.8249, -5.1120], [2.5743, 2.3472, -4.1969], [1.3866, 1.9410, -4.6023], [0.9925, 2.0230, -5.7348], [0.4668, 1.3858, -3.4462], [-0.4981, 0.5818, -3.9407], [1.1586, 0.7358, -2.5105], [-0.0963, 2.5187, -2.9191], [4.9500, 1.7791, -3.9248], [5.0686, 3.5349, -3.6418], [5.6785, 2.8481, -5.1651], [3.6443, 2.1211, -5.9372], [3.4127, 3.8498, -5.4621], [-2.6816, 4.7696, 1.9478], [-2.7164, 3.2703, 2.1500], [-1.7393, 2.8554, 3.1394], [-0.4360, 2.6929, 2.7947], [0.0482, 2.9098, 1.6952], [0.5118, 2.2200, 3.9148], [1.6888, 2.7746, 3.6694], [0.0310, 2.5280, 5.0871], [0.6986, 0.9081, 3.8946], [-3.4669, 5.1231, 1.2796], [-1.7946, 4.9640, 1.3447], [-2.6214, 5.3737, 2.8531], [-2.5342, 2.8136, 1.1772], [-3.7142, 2.9791, 2.4781], [-2.1557, 2.8996, -1.7155], [-2.9651, 4.1485, -1.9751], [-2.1884, 5.0414, -2.7938], [-2.7152, 6.2058, -3.1267], [-3.8278, 6.6547, -2.8093], [-1.7746, 7.1202, -3.9406], [-2.4461, 7.7324, -4.9137], [-1.3284, 8.0841, -3.1554], [-0.7593, 6.4979, -4.4475], [-2.5213, 2.3290, -0.8618], [-1.1752, 3.2407, -1.3830], [-2.0296, 2.1854, -2.5292], [-3.1577, 4.6519, -1.0277], [-3.9167, 3.9702, -2.4759], [-2.4389, 0.9265, -1.0656], [-3.7849, 0.2668, -1.4142], [-3.7840, -0.3846, -2.7188], [-3.1043, -1.5270, -2.9284], [-2.6783, -2.3431, -2.0753], [-2.9284, -1.8629, -4.4529], [-4.1692, -2.0917, -4.9556], [-2.3552, -0.8607, -5.1199], [-2.1552, -2.8905, -4.6838], [-2.0914, 1.4642, -1.9477], [-1.7179, 0.1229, -0.9154], [-2.4523, 1.4883, -0.1316], [-4.5099, 1.0795, -1.4566], [-4.0746, -0.3545, -0.5667]],
  "forces_ev_per_angstrom": [[-0.1033, 1.4077, -0.8456], [3.5696, -0.6439, -0.2174], [0.5292, 2.4290, -1.6132], [0.6013, -0.7584, -1.2023], [-0.1194, 0.5907, 0.1171], [-0.1649, -0.5845, 0.9202], [-0.1020, -1.9561, 0.1839], [-0.0939, -0.4919, 1.8950], [2.5721, 4.9581, 3.8417], [-1.8907, -0.5128, 1.2350], [-0.6853, -0.8550, -1.8537], [1.7001, -0.9092, 1.4634], [1.2676, 0.3556, -0.1452], [0.6907, 0.8399, 0.7209], [-6.4484, 13.9497, -6.2611], [0.5708, 0.3196, -0.9740], [0.2544, 0.2033, 0.6126], [0.2048, 0.4080, 0.2368], [-0.3344, -0.3303, -0.4995], [-0.8983, 0.8184, 0.1242], [-4.8402, 1.0001, -2.4834], [1.1105, -1.3333, 0.4019], [-0.5206, 0.4282, -0.3226], [-0.4468, -0.4359, -1.0319], [-0.6929, 0.8886, 1.0195], [0.4844, -0.3628, 0.4298], [-0.4617, -0.9677, 3.0642], [0.0116, 0.4461, -0.1973], [0.1280, 0.0017, 0.6461], [-0.6439, -0.0650, -0.4067], [-1.7701, -0.3966, -0.7097], [-1.1125, -1.1952, -0.6158], [0.2848, 0.3129, 0.1200], [-0.3684, -0.2569, -0.1628], [-0.3339, -0.0496, 0.5148], [0.7343, 0.1799, -0.1175], [0.4301, 0.2905, 0.6712], [0.1530, -0.7193, -0.9188], [-0.4152, 0.3032, 5.5956], [0.1362, -0.4261, 0.2171], [-1.7256, -1.6161, 0.4446], [2.4763, 0.2304, 0.6592], [3.6436, -0.1400, 2.1960], [0.9045, 0.9696, 1.7193], [-0.9219, -0.4244, -0.0408], [0.0232, 0.5953, 0.2865], [0.5457, -0.7599, -0.6069], [3.5583, -9.5141, 2.9351], [-0.2090, 2.3104, -0.5678], [-0.7484, 0.6050, 1.3472], [0.1554, 0.4719, -0.1759], [-0.0705, -0.1381, -0.5568], [1.7891, 0.1340, 0.4892], [0.1096, 0.1499, -0.4517], [0.3730, 0.1093, 0.1733], [0.1084, 0.0399, -0.2260], [0.3325, 0.0889, -0.2709], [0.3817, -0.5162, -0.0154], [0.0675, -0.2698, 0.7374], [0.7703, -1.2445, 0.0668], [0.3539, -4.9886, 3.1574], [1.1964, -1.5969, -0.3786], [0.8238, -0.4629, 2.4366], [-0.8526, 0.9185, 1.6250], [0.6910, -0.4666, -0.5592], [-2.1707, -2.0850, -0.2812], [1.8105, 0.5509, -2.2621], [0.6998, -0.2228, 4.7128], [2.0487, -2.0783, -6.0382], [-1.8917, -1.5758, -0.7492], [-0.2450, -0.7127, -1.1080], [0.6096, 0.4168, 1.1559], [0.3832, 0.4460, 0.2254], [-1.5171, -0.3257, -0.2165], [2.2660, 0.1460, -0.3926], [0.7224, -0.7117, 0.1964], [-0.0969, 0.1958, -0.4224], [0.2014, 0.2836, 0.0462], [-0.8408, -0.1950, -0.1293], [2.4736, -0.0821, -0.1509], [-0.8860, -0.2442, 1.5432], [-0.0652, 0.0101, -1.4067], [-0.2330, -0.2803, 0.6370], [0.8657, 1.3283, -1.4247], [0.9784, 1.9014, -0.3617], [0.3665, 0.5702, -2.1038], [1.1625, -1.3773, -1.6437], [0.6432, 0.9568, -0.2163], [-0.1871, 0.0595, -0.0774], [0.1019, -0.0128, 0.1203], [-0.5702, 0.2000, -0.2422], [-0.8723, -0.1776, -0.0132], [0.9628, 0.2582, -0.8033], [-0.2447, 0.7170, -0.2685], [1.3498, -0.6420, 0.0221], [-1.2134, 0.6629, -1.9011], [-2.6455, 1.4244, 4.5468], [-1.0890, -0.9653, -0.5967], [-0.2614, 0.2896, 2.3641], [0.0612, 0.7280, 1.1426], [-0.3392, -0.4354, 0.0552], [-0.4553, -0.1750, 0.3875], [0.3552, 0.2936, 0.2431], [-0.2509, -0.2295, 0.0213], [0.2425, -0.2824, 0.3069], [0.4115, -0.4526, 0.4659], [-1.3265, 9.1464, -1.0933], [0.0049, -0.0351, -0.0945], [0.2863, 0.8755, -0.7217], [-2.9377, 1.1359, 0.9757], [2.7666, -1.5142, -0.6611], [-1.2270, 0.3624, 0.2583], [-0.3383, -0.2315, -0.4305], [0.4706, 0.5933, 0.9563], [1.3269, -0.9853, -0.7463], [-0.8026, 4.8297, -1.4920], [-1.0283, 0.9402, -0.5267], [-0.3832, 4.5718, -2.3423], [-0.1306, 0.0669, 0.0380], [-0.0275, -0.0010, 0.0081], [-0.3954, -9.9675, -0.5159], [0.3423, 1.2549, 1.4797], [1.2391, -1.1501, -0.2419], [0.1842, -1.6408, 1.6784], [-3.9266, 0.3389, -12.1664], [-0.7470, 1.0647, -0.0713], [0.7564, 0.0671, 0.1731], [-0.4638, 0.6356, -0.0229], [-0.0102, -1.0421, 0.5348], [-0.4663, -5.8901, 2.6513], [-1.5875, 0.2261, -0.4702], [-0.4379, -2.3045, 0.6790], [-0.4590, -0.2371, -0.6569], [-0.0860, -0.6509, -0.4376]],
  "mulliken_charge": [-0.318, 0.417, -0.600, -0.983, 0.624, -0.238, 3.019, 0.437, -0.288, -0.981, -0.125, -0.962, -1.963, 0.857, 0.296, 0.527, 0.499, 0.448, -0.194, -0.448, -0.122, -0.879, 0.016, -1.074, -0.777, -0.428, 0.075, 0.153, 0.303, -0.125, 0.639, 0.092, 0.411, 0.348, 0.491, 0.381, 0.635, 0.413, 1.519, 0.634, -1.696, -1.003, -0.246, -1.255, 0.130, -0.217, -1.179, 0.021, -0.658, 2.655, 0.403, 0.413, 0.292, 0.651, 0.425, 0.037, 0.264, 0.467, 0.241, 0.306, 0.285, -0.671, -0.437, -1.921, -0.266, -1.143, -0.213, 0.502, -0.558, 0.762, -0.292, -0.316, -0.288, 0.306, -0.288, 0.199, 0.551, 0.627, -0.898, -0.428, -0.034, -0.633, -0.569, 1.142, -0.155, 1.193, -0.294, 0.192, 0.333, 0.434, 0.368, 0.326, -1.335, 0.757, -0.432, 0.557, -0.552, 0.614, -0.303, -0.309, -0.181, 0.414, 0.313, 0.338, -0.560, 0.491, 0.434, -1.154, -0.174, 0.288, -0.564, 0.913, -0.263, -0.277, -0.216, -1.818, 1.070, 0.997, 0.119, 0.533, 1.539, -1.817, -0.383, 0.654, -0.392, 0.701, -0.273, -0.200, -0.229, -0.226, -0.411, -0.103, 0.577, 0.270]
}